# C35H67N2O8PS

3 unconnected molecules or ions with the total composition C35H67N2O8PS (wB97M-V/def2-TZVPD, the Open Molecules 2025 dataset).

Results
charge	0
LUMO energy	-0.026	Ha
E	-76858.427	eV
structure (SMILES)	CCCCCCCCCCCc1c(O)c(P(C)C)c2nsnc2c1OCCCC.COCCOCCOC.COCCOCCOC

XYZ file:
```
114
Properties=species:S:1:pos:R:3:forces:R:3:lowdin_charge:R:1
C 1.843 -3.779 -0.387 0.455 1.101 -0.442 -0.107
C 2.437 -2.373 -0.874 -0.113 -0.882 -0.367 -0.257
C 2.721 -2.455 -2.439 0.721 1.097 0.628 -0.225
C 3.660 -1.209 -2.800 -1.652 -0.621 -0.765 -0.205
C 2.717 0.061 -2.949 1.235 0.514 0.497 -0.205
C 3.398 1.285 -2.177 -1.213 -0.413 -0.147 -0.190
C 2.298 2.235 -1.533 0.932 1.303 -0.302 -0.195
C 2.287 3.646 -2.284 -0.220 -0.750 -0.228 -0.208
C 1.249 3.632 -3.487 0.374 0.712 0.662 -0.192
C -0.248 3.673 -2.907 0.701 0.564 -2.122 -0.182
C -1.121 2.609 -3.677 -0.408 -0.387 1.338 -0.119
C -2.594 2.457 -3.171 -2.381 0.059 0.560 -0.025
C -3.232 1.062 -3.287 -1.954 0.678 1.143 -0.221
O -2.438 0.026 -3.794 -0.253 0.569 0.336 -0.035
C -4.592 0.730 -2.917 1.313 1.411 0.842 -0.250
P -5.333 -0.980 -3.125 -0.362 -0.252 -1.118 0.919
C -6.805 -1.215 -1.958 0.265 0.577 1.121 -0.324
C -4.042 -2.247 -2.617 0.917 0.292 0.190 -0.330
C -5.435 1.856 -2.372 0.169 2.015 0.209 -0.287
N -6.736 1.853 -1.972 1.441 0.356 -0.208 -0.286
S -7.184 3.353 -1.421 2.676 -0.749 -1.168 0.962
N -5.737 4.172 -1.688 0.578 -1.994 -0.712 -0.234
C -4.851 3.280 -2.213 -0.399 -1.542 -0.253 -0.233
C -3.420 3.512 -2.642 0.219 -1.153 -0.495 -0.172
O -2.933 4.811 -2.529 0.139 -0.974 0.491 -0.093
C -2.762 5.235 -1.157 -0.299 0.168 1.763 -0.179
C -2.466 4.085 -0.120 0.299 -0.006 0.779 -0.180
C -1.811 4.639 1.233 -0.463 -0.296 0.657 -0.235
C -2.782 4.444 2.479 -0.243 0.239 -0.651 -0.129
H 1.434 -4.278 -1.308 0.152 0.260 1.093 0.071
H 2.690 -4.394 0.012 -1.001 0.366 -0.196 0.075
H 1.036 -3.601 0.372 0.887 -0.508 -0.631 0.049
H 1.701 -1.546 -0.636 0.819 -0.801 -0.419 0.103
H 3.403 -2.119 -0.344 -1.085 -0.375 -0.450 0.096
H 3.263 -3.392 -2.735 -0.700 0.585 0.534 0.108
H 1.719 -2.398 -2.958 1.194 -0.149 0.238 0.111
H 4.204 -1.362 -3.779 -0.408 0.021 1.188 0.108
H 4.389 -1.120 -1.945 -0.626 0.165 -1.094 0.096
H 1.679 -0.132 -2.552 1.146 0.082 -0.179 0.087
H 2.583 0.348 -4.036 0.171 -0.412 1.131 0.110
H 4.048 1.811 -2.926 -0.603 -0.183 0.826 0.108
H 4.085 0.920 -1.361 -0.753 0.179 -0.846 0.090
H 1.259 1.812 -1.574 1.017 0.106 0.104 0.093
H 2.575 2.422 -0.459 -0.402 -0.275 -0.905 0.099
H 2.042 4.494 -1.577 0.155 -0.892 -0.798 0.111
H 3.330 3.805 -2.671 -0.978 0.100 0.366 0.098
H 1.412 2.764 -4.188 -0.103 0.618 0.883 0.104
H 1.473 4.558 -4.098 -0.511 -0.967 0.542 0.108
H -0.636 4.691 -3.203 0.268 -1.078 0.926 0.116
H -0.208 3.536 -1.798 -0.314 0.064 -1.021 0.093
H -0.619 1.607 -3.516 -0.606 1.018 -0.437 0.107
H -1.159 2.808 -4.780 0.234 -0.080 0.935 0.138
H -1.940 -0.419 -3.086 -0.332 0.361 -0.259 0.105
H -7.782 -0.983 -2.468 1.215 -0.280 0.354 0.036
H -6.707 -0.501 -1.090 -0.265 -0.908 -0.753 0.022
H -6.816 -2.272 -1.557 0.077 1.105 -0.614 0.031
H -3.410 -2.455 -3.530 -0.848 0.103 0.963 0.038
H -4.516 -3.195 -2.256 0.305 0.875 -0.377 0.041
H -3.333 -1.866 -1.833 -0.727 -0.427 -0.436 0.026
H -3.717 5.741 -0.819 0.982 -0.459 -0.422 0.124
H -1.934 5.995 -1.039 -0.762 -0.859 -0.873 0.126
H -3.423 3.558 0.153 0.880 0.497 -0.347 0.104
H -1.766 3.292 -0.493 -0.755 0.856 -0.057 0.095
H -1.582 5.742 1.171 -0.077 -1.147 -0.090 0.102
H -0.854 4.088 1.470 -0.898 0.654 -0.516 0.101
H -3.309 3.452 2.452 0.596 0.827 -0.061 0.068
H -3.575 5.239 2.387 0.677 -0.814 0.419 0.076
H -2.259 4.515 3.468 -0.422 0.155 -0.942 0.068
C -2.808 -8.733 1.710 -0.124 0.215 -0.009 -0.112
O -3.222 -7.442 2.108 0.228 0.024 -0.101 -0.205
C -2.675 -7.069 3.368 -0.417 0.096 -0.286 -0.200
C -2.693 -5.559 3.528 0.256 -0.069 0.145 -0.177
O -1.621 -4.912 2.846 -0.190 -0.078 -0.127 -0.129
C -1.755 -4.812 1.430 0.115 0.251 0.147 -0.170
C -2.766 -3.762 0.999 -0.233 -0.469 -0.165 -0.195
O -4.086 -4.284 1.083 -0.040 0.076 0.175 -0.199
C -5.065 -3.266 1.060 0.096 -0.213 -0.004 -0.104
H -3.129 -9.484 2.438 0.098 -0.106 -0.004 0.087
H -3.266 -8.954 0.746 -0.048 0.062 0.079 0.088
H -1.719 -8.764 1.588 0.017 -0.124 0.090 0.088
H -1.644 -7.433 3.454 -0.014 0.045 0.069 0.128
H -3.294 -7.529 4.148 0.153 0.003 0.180 0.127
H -2.537 -5.334 4.587 0.087 -0.025 -0.049 0.127
H -3.657 -5.130 3.249 -0.024 -0.183 -0.154 0.121
H -1.964 -5.785 0.983 -0.236 0.065 -0.016 0.124
H -0.772 -4.499 1.070 -0.056 0.027 0.090 0.099
H -2.582 -3.484 -0.047 0.167 0.143 0.010 0.113
H -2.668 -2.875 1.636 0.067 0.022 0.004 0.131
H -4.942 -2.599 1.921 -0.007 0.137 -0.073 0.092
H -6.046 -3.736 1.127 0.088 -0.046 -0.039 0.093
H -5.007 -2.694 0.128 -0.024 0.145 0.060 0.057
C 3.345 0.202 1.919 0.174 0.192 0.039 -0.111
O 4.156 1.138 2.597 0.115 -0.192 -0.044 -0.202
C 4.099 0.974 4.009 0.084 0.372 -0.330 -0.198
C 5.317 1.601 4.666 -0.029 -0.239 0.181 -0.178
O 6.477 0.776 4.594 -0.086 0.121 -0.201 -0.132
C 7.127 0.724 3.326 0.206 -0.001 0.244 -0.177
C 7.909 1.987 3.004 -0.394 0.010 -0.392 -0.201
O 7.038 2.997 2.512 -0.017 0.084 0.215 -0.205
C 7.634 4.277 2.554 -0.164 -0.169 -0.064 -0.112
H 2.297 0.311 2.216 -0.071 -0.143 -0.018 0.093
H 3.433 0.388 0.848 -0.007 0.074 0.066 0.063
H 3.693 -0.818 2.120 -0.157 -0.061 0.039 0.089
H 4.055 -0.092 4.264 0.004 0.040 0.069 0.128
H 3.190 1.475 4.366 -0.031 -0.110 0.203 0.127
H 5.104 1.705 5.734 0.024 -0.096 -0.027 0.127
H 5.518 2.602 4.281 -0.097 -0.072 -0.209 0.121
H 6.423 0.469 2.531 -0.012 0.239 -0.058 0.120
H 7.839 -0.102 3.401 0.000 0.066 0.090 0.126
H 8.647 1.770 2.221 0.166 -0.086 0.113 0.126
H 8.426 2.337 3.905 0.035 -0.059 0.024 0.128
H 7.874 4.553 3.586 0.141 0.038 -0.019 0.088
H 6.915 4.998 2.164 0.009 -0.104 -0.027 0.088
H 8.537 4.305 1.936 0.079 0.081 0.066 0.087
```
Positions in Å, forces in eV/Å.